Record 1
DFT (ωB97M-V/def2-TZVPD) results for a cluster of 3 separate species, C7H12O3 in total at a distorted geometry.

The calculation puts the HOMO energy (spin up / spin down) at -13.94 / -14.40 eV. The calculation puts the HOMO-LUMO gap (spin up / spin down) at 0.3737 / 0.2575 Ha. The value obtained for the largest force on an atom is 1.14 eV/A. Its net charge is +1. Its energy is -499.34978 a.u. The spin multiplicity is 2.

Last column: Löwdin charge in e.
CARTESIAN COORDINATES (ANGSTROEM)
O (-3.78, 0.62, 0.44)  -0.051
O (-1.93, 2.81, -1.22)  -0.056
O (0.86, -1.57, 2.62)  0.191
C (0.83, -1.08, 1.41)  -0.246
C (0.09, 0.09, 1.08)  0.055
C (0.38, 0.59, -0.15)  0.025
C (1.29, 0.50, -2.48)  -0.005
C (1.23, -0.05, -1.11)  -0.172
C (1.61, -1.80, 0.46)  0.068
C (1.83, -1.28, -0.78)  0.027
H (2.50, -1.79, -1.46)  0.141
H (-4.05, 0.08, -0.31)  0.047
H (0.93, -0.18, -3.26)  0.117
H (0.72, 1.43, -2.60)  0.094
H (2.33, 0.75, -2.72)  0.120
H (-0.70, 0.48, 1.70)  0.136
H (-0.01, 1.56, -0.46)  0.109
H (2.18, -2.65, 0.80)  0.143
H (0.55, -0.95, 3.30)  0.161
H (-3.75, 0.01, 1.19)  0.040
H (-1.77, 2.96, -0.28)  0.036
H (-2.50, 2.03, -1.18)  0.019


Record 2
DFT (ωB97M-V/def2-TZVPD) results for an isolated molecule of C7H12O4S2 at a distorted geometry.

For the relative energy (zero: lowest compared OMol25 entry of this formula, charge and spin), the calculation gives 15.0 kcal/mol. The calculation puts the HOMO energy at -9.01 eV. The calculation puts the HOMO-LUMO gap at 0.3522 Ha. The value obtained for the largest force on an atom is 4.96 eV/A. Its energy is -1371.17816 a.u. As for the SMILES: CCOC(=O)[C@@H]1SCCCS1(=O)=O.

Last column: Löwdin charge in e.
CARTESIAN COORDINATES (ANGSTROEM)
S (-1.33, -1.61, -0.13)  0.894
S (-1.08, 1.29, -0.69)  0.598
O (-0.24, 2.41, -0.31)  -0.309
O (2.12, 0.08, 0.46)  0.028
O (-1.34, 0.93, -2.05)  -0.304
O (1.60, -0.60, -1.60)  0.129
C (4.40, -1.04, 0.68)  -0.047
C (3.49, 0.09, 0.12)  -0.190
C (-2.71, 1.40, 0.12)  -0.200
C (-0.37, -0.10, 0.07)  -0.553
C (1.34, -0.30, -0.47)  -0.479
C (-3.04, -1.09, 0.35)  -0.462
C (-3.44, 0.15, -0.41)  -0.313
H (5.27, -1.20, 0.12)  0.054
H (3.87, 1.07, 0.57)  0.150
H (-3.32, -0.01, -1.45)  0.084
H (-3.14, 2.44, -0.18)  0.151
H (-2.49, 1.26, 1.13)  0.062
H (-0.40, 0.01, 1.21)  0.107
H (-4.57, 0.15, -0.18)  0.140
H (-3.58, -1.89, -0.07)  0.050
H (3.52, 0.16, -1.01)  0.133
H (4.80, -0.76, 1.61)  0.050
H (-3.24, -0.79, 1.43)  0.117
H (3.86, -2.05, 0.67)  0.109


Record 3
DFT (ωB97M-V/def2-TZVPD) results for an isolated molecule of C7H12OS at a distorted geometry.

For the relative energy (zero: lowest compared OMol25 entry of this formula, charge and spin), the calculation gives 11.9 kcal/mol. The calculation puts the HOMO energy (spin up / spin down) at -5.92 / -9.14 eV. The calculation puts the HOMO-LUMO gap (spin up / spin down) at 0.2453 / 0.2711 Ha. The value obtained for the largest force on an atom is 4.74 eV/A. Its energy is -747.12876 a.u. The spin multiplicity is 3.

Last column: Löwdin charge in e.
CARTESIAN COORDINATES (ANGSTROEM)
S (-2.56, 0.65, 0.08)  0.865
O (-1.25, -2.08, -0.43)  -0.060
C (1.46, 0.46, -0.06)  -0.186
C (-1.21, 1.10, 1.01)  -0.431
C (-1.50, 0.16, -1.39)  -0.328
C (0.58, -1.25, 1.46)  -0.084
C (0.36, -0.38, 0.30)  -0.317
C (-0.54, -0.89, -0.80)  -0.429
C (1.66, 1.22, -1.15)  0.004
H (-2.16, -1.78, -0.22)  0.059
H (-2.14, -0.49, -1.99)  0.086
H (-1.43, 1.05, 2.12)  0.041
H (-0.55, 2.00, 0.84)  0.068
H (-0.12, -1.23, -1.72)  0.143
H (0.97, -2.28, 1.30)  0.100
H (2.25, 0.43, 0.65)  0.098
H (2.30, 2.11, -1.20)  0.058
H (1.37, -0.91, 2.22)  0.108
H (-0.27, -1.48, 2.12)  0.082
H (-0.89, 1.01, -1.68)  0.071
H (1.21, 1.15, -2.14)  0.053


Record 4
DFT (ωB97M-V/def2-TZVPD) results for an isolated molecule of C7H12S at a distorted geometry.

For the relative energy (zero: lowest compared OMol25 entry of this formula, charge and spin), the calculation gives 45.9 kcal/mol. The calculation puts the HOMO energy at -8.44 eV. The calculation puts the HOMO-LUMO gap at 0.3111 Ha. The value obtained for the largest force on an atom is 2.97 eV/A. Its energy is -672.04378 a.u. As for the SMILES: CC(=S)[C@H]1CC[C@H]1C.

Last column: Löwdin charge in e.
CARTESIAN COORDINATES (ANGSTROEM)
S (-0.67, 0.94, -1.55)  0.779
C (-0.68, 0.64, 1.90)  -0.104
C (1.06, -1.16, -1.75)  -0.115
C (0.61, 1.36, 1.37)  -0.129
C (0.50, 0.02, -0.96)  -0.781
C (0.93, 0.09, 0.48)  -0.296
C (-0.96, -1.67, 0.74)  -0.093
C (-0.05, -0.72, 1.43)  -0.312
H (0.55, 2.33, 0.87)  0.096
H (-1.41, -1.18, -0.15)  0.053
H (-0.78, 0.68, 2.96)  0.093
H (-1.48, 0.84, 1.25)  0.076
H (-1.72, -2.07, 1.44)  0.097
H (2.00, -1.48, -1.30)  0.074
H (0.37, -2.07, -1.82)  0.105
H (1.25, -0.97, -2.78)  0.055
H (1.27, 1.45, 2.19)  0.087
H (0.60, -1.26, 2.06)  0.121
H (1.98, -0.16, 0.50)  0.120
H (-0.39, -2.51, 0.32)  0.074


Record 5
DFT (ωB97M-V/def2-TZVPD) results for an isolated molecule of C7H12S at a distorted geometry.

For the relative energy (zero: lowest compared OMol25 entry of this formula, charge and spin), the calculation gives 36.5 kcal/mol. The calculation puts the HOMO energy at -8.38 eV. The calculation puts the HOMO-LUMO gap at 0.3423 Ha. The value obtained for the largest force on an atom is 2.13 eV/A. Its energy is -672.05869 a.u. As for the SMILES: C[C@H]1SCC[C@@H]2C[C@@H]21.

Last column: Löwdin charge in e.
CARTESIAN COORDINATES (ANGSTROEM)
S (-1.31, 0.79, -0.61)  0.858
C (-1.34, -1.53, 0.89)  -0.161
C (0.92, 0.97, 1.12)  -0.204
C (-0.04, 1.79, 0.22)  -0.494
C (1.74, -0.40, -1.05)  -0.088
C (1.61, -0.19, 0.43)  -0.253
C (-0.72, -1.02, -0.40)  -0.540
C (0.75, -1.19, -0.26)  -0.321
H (0.27, 0.58, 1.94)  0.106
H (2.53, -0.91, -1.59)  0.104
H (1.70, 1.66, 1.53)  0.122
H (1.02, -2.28, -0.11)  0.158
H (2.49, -0.64, 1.00)  0.156
H (1.34, 0.35, -1.72)  0.094
H (-1.20, -1.64, -1.16)  0.106
H (-2.44, -1.71, 0.84)  0.080
H (-1.26, -0.89, 1.80)  0.074
H (0.56, 2.36, -0.50)  0.067
H (-0.85, -2.47, 1.20)  0.077
H (-0.63, 2.53, 0.75)  0.059


Record 6
DFT (ωB97M-V/def2-TZVPD) results for a structure of composition C7H13BN4Ru at a distorted geometry.

For the relative energy (zero: lowest compared OMol25 entry of this formula, charge and spin), the calculation gives 13.3 kcal/mol. The calculation puts the HOMO energy (spin up / spin down) at -17.71 / -17.36 eV. The calculation puts the HOMO-LUMO gap (spin up / spin down) at 0.3154 / 0.1882 Ha. The value obtained for the largest force on an atom is 2.96 eV/A. Its net charge is +2. Its energy is -612.44896 a.u. The spin multiplicity is 5.

Last column: Löwdin charge in e.
CARTESIAN COORDINATES (ANGSTROEM)
Ru (0.16, -0.43, 0.58)  1.314
N (-0.55, -0.33, 2.32)  -0.210
N (2.18, 1.16, 1.75)  -0.014
N (0.38, -0.12, 3.35)  -0.043
N (1.52, 1.06, 0.49)  -0.127
C (-1.44, -1.11, 4.20)  0.025
C (3.31, 1.89, 1.58)  0.006
C (0.47, 0.43, -3.19)  -0.013
C (3.39, 2.29, 0.24)  0.071
C (-1.65, -0.99, 2.84)  -0.032
C (-0.19, -0.58, 4.48)  0.023
C (2.28, 1.75, -0.42)  0.013
B (1.81, 0.53, 3.15)  -0.259
H (4.15, 2.86, -0.23)  0.132
H (-2.13, -1.54, 4.92)  0.140
H (2.64, -0.35, 3.37)  0.167
H (0.42, -0.60, -3.47)  0.031
H (3.97, 2.10, 2.41)  0.162
H (-2.45, -1.28, 2.16)  0.131
H (1.94, 1.80, -1.46)  0.122
H (-0.49, 0.86, -2.96)  0.028
H (0.96, 1.07, -3.93)  0.053
H (-1.05, -1.24, 0.04)  0.008
H (0.38, -0.46, 5.39)  0.158
H (0.98, 0.44, -2.22)  -0.050
H (1.88, 1.44, 3.98)  0.163


Record 7
DFT (ωB97M-V/def2-TZVPD) results for a structure of composition C7H13BeN4O17 at a distorted geometry.

The calculation puts the HOMO energy (spin up / spin down) at -1.05 / -1.05 eV. The calculation puts the HOMO-LUMO gap (spin up / spin down) at 0.1947 / 0.1300 Ha. The value obtained for the largest force on an atom is 8.32 eV/A. Its net charge is -2. Its energy is -1787.38942 a.u. The spin multiplicity is 2.

Last column: Löwdin charge in e.
CARTESIAN COORDINATES (ANGSTROEM)
O (2.45, 2.96, 0.37)  -0.030
O (0.65, 1.83, 2.83)  0.241
O (2.50, 0.74, 0.35)  -0.055
O (-3.33, -1.18, -2.42)  -0.044
O (-2.00, 3.85, -1.90)  0.044
O (-3.59, -0.29, 3.63)  0.038
O (4.22, 1.90, -0.38)  0.067
O (-2.75, 0.54, 1.80)  -0.011
O (-1.84, -1.02, -0.84)  -0.060
O (-0.01, 2.02, 4.87)  0.209
O (0.95, 3.63, 3.80)  0.237
O (-2.25, 1.89, -0.84)  -0.062
O (-1.78, -2.73, -2.34)  0.041
O (-0.62, 3.10, -0.23)  -0.025
O (0.87, -1.68, 1.52)  0.025
O (-1.33, -0.40, 3.04)  -0.016
O (0.48, 0.38, -1.64)  0.049
N (0.04, -0.42, -3.71)  0.167
N (0.63, -3.31, 0.12)  0.205
N (1.98, 0.44, -3.28)  0.178
N (2.00, -3.67, 1.73)  0.163
C (-2.48, -0.14, 2.81)  -0.849
C (0.62, 2.48, 3.87)  -0.848
C (-1.59, 2.95, -0.98)  -0.866
C (0.80, 0.18, -2.81)  -0.710
C (3.02, 1.85, 0.17)  -0.890
C (-2.30, -1.60, -1.87)  -0.886
C (1.12, -2.85, 1.19)  -0.741
Be (-0.11, 0.37, 0.74)  1.116
H (-2.89, 3.58, -2.15)  0.083
H (-0.36, 1.17, 4.60)  0.116
H (4.17, 0.95, -0.41)  0.071
H (-2.07, -2.80, -3.25)  0.087
H (0.95, -4.17, -0.30)  0.121
H (2.00, -3.52, 2.73)  0.117
H (2.67, 0.94, -2.74)  0.115
H (0.28, -1.13, -4.39)  0.108
H (2.07, 0.37, -4.28)  0.099
H (-0.91, -0.18, -3.46)  0.112
H (-4.19, 0.23, 3.10)  0.083
H (1.82, -4.61, 1.40)  0.098
H (0.09, -2.66, -0.42)  0.104


Record 8
DFT (ωB97M-V/def2-TZVPD) results for a structure of composition C7H13Br2N at a distorted geometry.

For the relative energy (zero: lowest compared OMol25 entry of this formula, charge and spin), the calculation gives 0.0 kcal/mol. The calculation puts the HOMO energy at -8.46 eV. The calculation puts the HOMO-LUMO gap at 0.3350 Ha. The value obtained for the largest force on an atom is 4.27 eV/A. Its energy is -5477.23418 a.u.

Last column: Löwdin charge in e.
CARTESIAN COORDINATES (ANGSTROEM)
Br (3.41, 1.60, -0.19)  0.612
Br (4.04, -1.52, -0.01)  0.609
N (0.13, 0.11, -0.05)  0.070
C (2.57, -0.06, 2.00)  -0.257
C (2.86, -0.10, 0.53)  -1.256
C (1.07, -0.55, -0.45)  -0.055
C (-1.54, -0.94, -1.54)  -0.051
C (-1.52, 1.52, -1.01)  -0.039
C (-1.25, 0.12, -0.47)  -0.638
C (-2.08, -0.13, 0.79)  -0.042
H (-2.57, 1.64, -1.23)  0.084
H (-0.94, 1.70, -1.92)  0.085
H (-1.84, 0.60, 1.55)  0.082
H (2.25, -1.05, 2.34)  0.072
H (1.30, -1.32, -1.16)  0.081
H (-2.59, -0.91, -1.82)  0.085
H (-3.14, -0.05, 0.55)  0.084
H (1.77, 0.65, 2.18)  0.067
H (-1.89, -1.13, 1.18)  0.083
H (-0.94, -0.76, -2.43)  0.082
H (-1.32, -1.94, -1.15)  0.083
H (-1.22, 2.27, -0.27)  0.084
H (3.45, 0.24, 2.57)  0.074


Record 9
DFT (ωB97M-V/def2-TZVPD) results for a cluster of 2 separate species, C7H13BrN3 in total at a distorted geometry.

For the relative energy (zero: lowest compared OMol25 entry of this formula, charge and spin), the calculation gives 63.8 kcal/mol. The calculation puts the HOMO energy (spin up / spin down) at -11.24 / -10.82 eV. The calculation puts the HOMO-LUMO gap (spin up / spin down) at 0.2863 / 0.2132 Ha. The value obtained for the largest force on an atom is 4.46 eV/A. Its net charge is +1. Its energy is -3012.41934 a.u.

Last column: Löwdin charge in e.
CARTESIAN COORDINATES (ANGSTROEM)
Br (4.26, -0.53, -0.52)  0.749
N (1.09, 0.36, 1.89)  0.086
N (-0.88, 1.93, -0.98)  0.032
N (1.76, 0.61, -0.19)  0.044
C (-0.59, 1.47, 0.33)  -0.102
C (-1.69, -1.03, -0.28)  -0.205
C (-2.08, -0.73, -1.56)  -0.123
C (-0.46, -1.81, 0.09)  -0.078
C (0.68, 1.00, 0.68)  -0.218
C (2.82, 0.15, 0.61)  -0.646
C (2.42, -0.06, 1.90)  -0.047
H (2.91, -0.44, 2.72)  0.107
H (-2.98, -1.29, -1.90)  0.124
H (-1.45, 1.44, 0.97)  0.116
H (-1.19, -0.94, -2.26)  0.131
H (-0.83, -1.95, 1.13)  0.093
H (0.35, -1.22, -0.17)  0.017
H (-1.63, 2.65, -0.97)  0.121
H (0.52, 0.57, 2.76)  0.200
H (2.08, 1.01, -1.11)  0.159
H (-2.36, -1.00, 0.57)  0.106
H (-0.33, -2.84, -0.42)  0.135
H (-2.27, 0.35, -1.63)  0.071
H (-0.13, 2.30, -1.63)  0.129


Record 10
DFT (ωB97M-V/def2-TZVPD) results for the ion C7H13BrNS with charge +1.

For the relative energy (zero: lowest compared OMol25 entry of this formula, charge and spin), the calculation gives 33.6 kcal/mol. The calculation puts the HOMO energy at -13.23 eV. The calculation puts the HOMO-LUMO gap at 0.3527 Ha. The value obtained for the largest force on an atom is 0.81 eV/A. Its net charge is +1. Its energy is -3301.11550 a.u.

Last column: Löwdin charge in e.
CARTESIAN COORDINATES (ANGSTROEM)
Br (-0.58, -2.57, 1.74)  0.833
S (0.11, 0.10, 0.22)  1.106
N (1.04, 2.76, -0.82)  0.002
C (-1.35, -1.91, -0.93)  -0.330
C (-0.15, 0.78, 2.96)  0.163
C (-0.19, -1.73, 0.06)  -0.837
C (2.11, 1.89, -0.39)  -0.297
C (1.81, 0.36, -0.30)  -0.309
C (-2.61, -1.12, -0.58)  -0.115
C (0.14, 0.45, 1.85)  -0.419
H (-2.70, -0.95, 0.50)  0.060
H (-0.99, -1.56, -1.90)  0.115
H (-1.56, -2.97, -0.99)  0.113
H (0.72, -2.16, -0.33)  0.073
H (0.55, 2.45, -1.64)  0.079
H (2.92, 1.97, -1.12)  0.121
H (-2.64, -0.15, -1.07)  0.074
H (2.50, 2.21, 0.57)  0.120
H (-3.51, -1.66, -0.86)  0.087
H (1.92, -0.13, -1.27)  0.104
H (-0.41, 1.03, 3.97)  0.077
H (2.47, -0.13, 0.41)  0.108
H (0.42, 3.05, -0.08)  0.073


Q: What is the formula in the first record?
A: C7H12O3